{
  "formula": "C22H30O2SiW",
  "method": "ωB97M-V with the def2-TZVPD basis set",
  "elements": ["H", "H", "C", "H", "H", "C", "Si", "C", "C", "H", "O", "H", "C", "H", "C", "H", "C", "C", "H", "H", "C", "H", "C", "H", "H", "H", "C", "C", "H", "H", "C", "C", "H", "W", "C", "H", "H", "C", "H", "C", "H", "C", "H", "H", "O", "C", "H", "H", "C", "H", "H", "C", "H", "H", "C", "H"],
  "positions_angstrom": [[-0.718, -4.964, -1.527], [-3.388, 1.375, 0.175], [-2.184, -0.337, -2.800], [1.026, -4.837, -3.249], [-0.085, 1.128, -0.675], [0.890, 4.121, 0.387], [-1.008, -0.033, -0.787], [-4.051, -1.023, 2.534], [-0.151, -1.588, -1.361], [3.346, 2.409, -0.958], [1.645, 2.981, -0.004], [-0.876, -1.863, 1.588], [0.816, -1.491, -2.537], [0.842, -0.678, 2.028], [-2.061, -0.255, 0.720], [4.589, -0.551, -0.202], [3.619, -0.860, 0.163], [-3.257, 0.490, 0.808], [-1.518, -2.939, -0.340], [3.337, -2.850, -0.841], [1.245, -2.700, -3.135], [0.656, 4.731, -0.503], [2.960, -2.082, -0.180], [1.472, 2.528, 2.507], [-1.141, 3.490, 0.119], [-2.230, 0.274, -1.760], [-4.262, 0.077, 1.690], [2.798, -0.150, 1.091], [0.087, 3.084, 3.506], [-2.608, -2.497, 3.225], [1.753, -2.144, 0.578], [-1.823, -1.313, 1.607], [1.071, -2.972, 0.634], [1.500, -0.513, -0.863], [-0.440, 3.633, 0.954], [-2.732, -1.282, -2.739], [1.444, 4.714, 1.137], [-2.815, -1.691, 2.523], [-0.824, 4.392, 1.654], [-0.751, -2.865, -1.105], [-2.735, 0.341, -3.467], [1.630, -0.932, 1.333], [0.960, -0.477, -2.990], [0.320, 1.326, 3.190], [-0.415, 2.374, 1.614], [2.945, 3.315, -0.483], [3.018, 0.800, 1.554], [3.604, 3.614, 0.353], [0.420, 2.335, 2.770], [-5.205, 0.629, 1.739], [-1.204, -0.528, -3.242], [0.711, -3.917, -2.747], [-4.833, -1.349, 3.223], [2.926, 4.149, -1.211], [-0.286, -3.991, -1.758], [1.971, -2.637, -3.941]],
  "forces_ev_per_a": [[0.0288, 0.2603, -0.0120], [-0.1863, -0.3502, 0.2342], [-0.5489, 0.6543, -0.8290], [0.0052, 0.4275, 0.2165], [0.6877, 0.3730, -0.7266], [0.0901, -0.2427, 0.1525], [-0.3294, -1.9151, 2.6301], [0.4765, 0.0641, -0.1835], [-1.0369, -0.2885, -1.4861], [0.0147, 0.2844, 0.0640], [0.1240, -0.0174, -0.3796], [-0.4839, 0.1276, -0.0247], [-0.7436, -0.6069, 0.8328], [0.0398, -0.0078, -0.0803], [-0.5074, 0.3692, -0.6790], [-0.1178, 0.1170, -0.0808], [-0.5545, 0.4614, 0.3380], [-0.0378, -0.5036, 0.1389], [-0.0473, -0.0658, -0.2951], [-0.0438, 0.0383, 0.0565], [-0.3376, -0.8136, -0.5007], [0.2759, 0.1203, 0.3984], [0.0005, 0.0179, 0.1773], [-0.2554, -0.0550, 0.0921], [-0.0058, 0.1425, 0.3139], [-1.2063, -0.1534, -1.9540], [0.1783, 0.1785, 0.1062], [0.4713, -0.3106, -0.2682], [0.1156, -0.2591, -0.1011], [-0.1472, 0.1601, -0.1752], [0.1852, -0.0275, 0.7815], [-0.3418, -0.3157, 0.2121], [-0.0489, -0.1327, -0.1615], [2.8183, 1.7170, 1.8878], [-0.3545, -0.1509, 0.1800], [0.1676, 0.2607, 0.7244], [-0.0543, -0.1434, -0.3533], [0.0642, 0.4590, -0.1942], [-0.1009, -0.0416, -0.3600], [0.5415, -0.7662, -0.1955], [0.0925, 0.1660, 0.5170], [0.6209, -0.2590, 0.1599], [-0.0058, -0.3187, -0.8236], [0.0130, 0.3381, 0.0115], [0.4357, -0.0700, -0.1379], [0.1164, 0.2574, 0.1212], [0.0032, 0.0236, -0.1511], [-0.2018, -0.1175, -0.2767], [-0.1302, 0.1626, -0.1425], [0.3594, -0.2131, -0.0235], [-0.1859, 0.3239, 0.2925], [0.8394, 0.5579, -0.7841], [0.2306, 0.1412, -0.2413], [-0.0759, -0.4383, 0.2113], [-0.7763, 0.5044, 0.7200], [-0.1301, -0.1240, 0.0505]],
  "lowdin_charge": [0.13, 0.11, 0.06, 0.13, 0.05, -0.20, 0.78, -0.03, -0.52, 0.07, -0.27, 0.09, -0.31, 0.11, -0.29, 0.13, -0.11, -0.08, 0.11, 0.14, -0.06, 0.14, -0.15, 0.08, 0.12, 0.03, -0.04, -0.12, 0.11, 0.12, -0.17, -0.10, 0.12, 1.33, -0.19, 0.11, 0.14, -0.03, 0.14, -0.10, 0.10, -0.17, 0.12, 0.09, -0.24, -0.09, 0.12, 0.10, -0.07, 0.13, 0.05, -0.05, 0.13, 0.10, -0.04, 0.13],
  "homo_energy_ev": [-14.18, -13.81],
  "e_above_lowest_kcal_mol": 75.4,
  "total_energy_ha": -1362.52330,
  "spin_multiplicity": 3,
  "orbital_gap_ev": [6.4592, 5.6904],
  "charge": 2,
  "lumo_ev": [-7.72, -8.12]
}